One molecule with the formula C3H10N4. Source: OMol25; level of theory: wB97M-V/def2-TZVPD.

The geometry in XYZ format:
```
17
C3H10N4, DFT wB97M-V/def2-TZVPD
C 0.87 1.49 2.22
N -0.04 0.94 1.24
C 0.38 0.16 0.02
C -0.42 -0.78 -0.46
N -1.69 -1.08 -0.06
N 0.14 -1.46 -1.71
N 0.41 -0.67 -2.84
H 1.48 0.69 2.67
H 1.56 2.18 1.72
H 0.33 2.02 3.01
H -1.03 1.18 1.28
H 1.38 0.40 -0.28
H -1.91 -0.69 0.85
H -1.85 -2.08 -0.05
H -0.53 -2.20 -1.95
H 1.26 -0.13 -2.69
H -0.33 0.03 -2.96
```

Results
LUMO level	0.985	eV
DFT total energy	-9231.17600	eV
highest occupied orbital energy	-7.2	eV
gap between HOMO and LUMO	0.2996	hartree
structure (SMILES)	CN/C=C(\N)NN